[1]
DFT (ωB97M-V/def2-TZVPD) results for a molecular structure, C40H37N5P2SSnTe at a distorted geometry.

Calculated values
gap between HOMO and LUMO: 6.09 eV
HOMO: -12.5 eV
charge: +2

Each line ends with the Löwdin charge.
Cartesian coordinates (Å):
Sn: -0.01757 1.55011 -0.53695  0.99
C: 1.19570 7.50132 0.64798  -0.07
C: 0.88037 6.51214 1.75533  -0.22
N: -0.14598 5.54074 1.38386  0.00
C: 0.06494 4.51939 0.56503  -0.76
S: -1.31026 3.42143 0.35120  0.61
N: 1.22151 4.41083 -0.03240  0.03
N: 1.37826 3.28764 -0.78657  -0.12
C: 2.25259 3.27060 -1.72580  -0.23
C: 3.12848 4.41407 -2.09979  0.02
C: 2.34065 1.97787 -2.43915  -0.20
C: 3.36600 1.67821 -3.31743  0.04
C: 3.39020 0.41922 -3.90967  0.01
C: 2.40549 -0.49925 -3.58512  0.01
C: 1.41604 -0.12463 -2.68940  -0.11
N: 1.37033 1.09237 -2.15537  -0.05
H: 1.95073 8.20201 0.99880  0.08
H: 0.31126 8.06851 0.36720  0.08
H: 1.58326 6.99641 -0.23482  0.05
H: 0.49162 7.03795 2.62683  0.12
H: 1.77363 5.96888 2.06617  0.12
H: -1.05376 5.60359 1.81631  0.13
H: 2.85369 5.30210 -1.54146  0.07
H: 3.04040 4.61080 -3.16926  0.11
H: 4.17287 4.17699 -1.88915  0.11
H: 4.13382 2.40279 -3.53405  0.13
H: 4.17952 0.16127 -4.60050  0.13
H: 2.39300 -1.49079 -4.01023  0.13
H: 0.64367 -0.82298 -2.38475  0.09
Te: -2.69053 -1.52693 2.46668  1.35
C: -1.75655 -3.41884 2.52555  -0.55
C: -1.91189 -4.28136 1.44686  -0.15
C: -1.21777 -5.48089 1.45938  -0.15
N: -0.41684 -5.85525 2.45041  0.08
C: -0.30672 -5.04252 3.48958  -0.13
C: -0.95211 -3.81209 3.58114  -0.12
C: -1.40589 -0.95345 0.86678  -0.95
P: -2.05957 -0.33823 -0.59910  0.84
C: -1.56146 -1.16604 -2.12158  -0.44
C: -1.67074 -0.45312 -3.31521  -0.12
C: -1.45767 -1.09005 -4.52514  -0.05
C: -1.12060 -2.43894 -4.54648  -0.05
C: -1.01703 -3.15281 -3.36186  -0.05
C: -1.25610 -2.52352 -2.14785  -0.09
C: -3.84160 -0.35693 -0.60401  -0.40
C: -4.50547 0.56535 0.20734  -0.13
C: -5.88701 0.56249 0.26418  -0.05
C: -6.60346 -0.35282 -0.49737  -0.04
C: -5.94280 -1.25394 -1.32198  -0.04
C: -4.56074 -1.25135 -1.39272  -0.06
P: 0.20638 -0.48931 1.23892  0.84
C: 1.49114 -1.42021 0.38970  -0.41
C: 2.72820 -0.81578 0.17144  -0.12
C: 3.79025 -1.56570 -0.30273  -0.06
C: 3.61734 -2.92002 -0.56822  -0.05
C: 2.39033 -3.52739 -0.34140  -0.04
C: 1.32895 -2.78274 0.15206  -0.08
C: 0.64411 -0.52345 2.97109  -0.38
C: 1.57759 -1.43650 3.45804  -0.07
C: 1.92966 -1.39893 4.79788  -0.05
C: 1.37176 -0.44702 5.63914  -0.04
C: 0.46046 0.48110 5.14744  -0.05
C: 0.10361 0.45128 3.81308  -0.12
H: -2.56742 -4.03633 0.62162  0.09
H: -1.31778 -6.17985 0.63791  0.11
H: 0.33432 -5.38047 4.29379  0.11
H: -0.81364 -3.18716 4.45233  0.10
H: -1.94793 0.59690 -3.30300  0.12
H: -1.55209 -0.53867 -5.44950  0.12
H: -0.95387 -2.93709 -5.49021  0.12
H: -0.77204 -4.20540 -3.38352  0.12
H: -1.20625 -3.08306 -1.22376  0.09
H: -3.94191 1.28943 0.78780  0.10
H: -6.40456 1.27192 0.89316  0.12
H: -7.68289 -0.35397 -0.45981  0.12
H: -6.50671 -1.95745 -1.91684  0.12
H: -4.05279 -1.94708 -2.04909  0.11
H: 2.87364 0.23700 0.40301  0.11
H: 4.75238 -1.10049 -0.45962  0.12
H: 4.44705 -3.50670 -0.93552  0.12
H: 2.26680 -4.58595 -0.52062  0.12
H: 0.38272 -3.26316 0.37570  0.09
H: 2.02181 -2.17885 2.80676  0.11
H: 2.64402 -2.11183 5.18248  0.12
H: 1.65844 -0.41729 6.68040  0.12
H: 0.03593 1.22626 5.80361  0.12
H: -0.60490 1.17561 3.42503  0.10

---

[2]
DFT (ωB97M-V/def2-TZVPD) results for a molecular structure, C40H38Cl2HgN7O5Si at a distorted geometry.

Calculated values
spin multiplicity: 2
<S²>: 0.764
gap between HOMO and LUMO (alpha / beta): 2.80 / 6.51 eV
HOMO (alpha / beta): 1.3 / -2.4 eV
charge: -2

Each line ends with the Löwdin charge.
Cartesian coordinates (Å):
Hg: 0.46946 -0.46978 0.70648  0.82
C: -3.02254 -2.74638 1.76458  -0.21
N: -1.60324 -2.51648 1.81828  0.02
C: -0.87414 -3.41618 2.36238  -0.15
C: 0.50626 -3.27078 2.64708  -0.41
C: 1.37946 -4.26868 3.12438  -0.14
C: 2.62036 -3.65748 3.27358  -0.15
C: 2.44806 -2.32848 2.88548  -0.23
N: 1.18976 -2.09428 2.51208  -0.06
C: -3.63894 -2.59488 0.39738  -0.20
C: -4.35964 -3.64628 -0.16082  -0.06
C: -5.01464 -3.49698 -1.37182  -0.11
C: -4.95534 -2.28948 -2.04582  -0.11
C: -4.22504 -1.24068 -1.50722  -0.08
C: -3.57504 -1.39348 -0.29522  -0.03
H: -3.48534 -1.99588 2.42718  0.12
H: -3.28834 -3.74918 2.16308  0.10
H: -1.31484 -4.38068 2.68468  0.11
H: 1.13156 -5.29848 3.33558  0.08
H: 3.53576 -4.11198 3.61298  0.07
H: 3.17796 -1.53658 2.88248  0.08
H: -4.41584 -4.59078 0.36378  0.10
H: -5.58564 -4.32468 -1.77872  0.09
H: -5.48194 -2.16188 -2.98302  0.09
H: -4.17584 -0.29428 -2.02592  0.10
H: -3.02444 -0.57028 0.12988  0.08
O: 2.47466 -4.39158 -4.47612  0.07
C: 2.53976 -5.07828 -3.35232  -0.54
O: 2.85736 -6.26008 -3.34862  0.03
C: 2.22936 -4.37558 -2.09842  -0.07
C: 2.26546 -4.97618 -0.84942  -0.02
N: 1.92036 -4.04878 0.05038  0.03
N: 1.64596 -2.88278 -0.51492  0.09
C: 1.81826 -3.03428 -1.82142  -0.14
C: 1.61086 -1.86798 -2.73202  -0.56
O: 1.90856 -1.99988 -3.95062  0.00
O: 1.18486 -0.81448 -2.21932  -0.10
H: 2.23146 -3.38068 -4.29812  0.05
H: 2.51556 -5.98258 -0.58482  0.12
H: 1.82026 -4.15568 1.05808  0.09
Cl: 1.34256 1.56892 3.23658  0.56
C: 0.51496 1.38562 4.80848  -0.99
Cl: 0.35276 -0.31748 5.26078  0.50
H: -0.48484 1.81122 4.74028  0.01
H: 1.11036 1.87132 5.57858  0.02
C: -1.41624 1.53282 -4.58812  -0.12
C: -1.58794 0.41012 -3.79462  -0.09
C: -1.39084 0.48832 -2.42962  -0.14
C: -1.04294 1.69222 -1.82192  -0.30
C: -0.87734 2.81192 -2.63272  -0.11
C: -1.05304 2.73722 -4.00242  -0.12
Si: -0.79814 1.77442 0.06158  0.57
C: -2.53504 1.79062 0.86448  -0.32
C: -3.66964 2.22452 0.18118  -0.11
C: -4.91544 2.21352 0.77678  -0.11
C: -5.06214 1.77162 2.08618  -0.11
C: -3.94464 1.34242 2.78508  -0.11
C: -2.70394 1.35202 2.18088  -0.12
C: -0.11554 3.49042 0.45418  -0.31
C: -0.84134 4.43452 1.19988  -0.12
C: -0.37104 5.71032 1.40558  -0.13
C: 0.86146 6.10122 0.88548  -0.14
C: 1.60936 5.17382 0.16468  -0.12
C: 1.13136 3.90212 -0.05082  -0.14
H: -1.56394 1.46722 -5.65862  0.09
H: -1.86494 -0.53608 -4.24102  0.10
H: -1.48474 -0.40498 -1.83282  0.07
H: -0.60014 3.75392 -2.17672  0.09
H: -0.91004 3.61592 -4.62292  0.09
H: -3.57044 2.56652 -0.84092  0.10
H: -5.78614 2.54102 0.22168  0.09
H: -6.04104 1.74682 2.54828  0.09
H: -4.04814 0.97912 3.79988  0.09
H: -1.84434 0.98552 2.72408  0.08
H: -1.80484 4.14912 1.60128  0.09
H: -0.96734 6.42342 1.96428  0.09
H: 1.23076 7.10642 1.03828  0.08
H: 2.57496 5.46572 -0.23592  0.09
H: 1.71836 3.19242 -0.61492  0.07
C: 5.51166 2.42622 -1.77262  -0.06
N: 4.85676 1.73722 -0.70082  -0.12
C: 5.26266 1.87022 0.66708  -0.07
C: 4.06376 1.20622 1.39888  -0.51
O: 4.04836 1.02992 2.60238  -0.04
N: 3.12706 0.89352 0.47518  0.14
C: 3.57386 1.23742 -0.71952  -0.41
N: 2.85826 1.16972 -1.84182  0.22
H: 6.58236 2.46142 -1.56352  0.08
H: 5.14326 3.45422 -1.89632  0.09
H: 5.36696 1.88822 -2.71212  0.08
H: 5.37316 2.91632 0.98008  0.13
H: 6.19596 1.33532 0.87498  0.12
H: 2.09516 0.46802 -1.88852  0.05
H: 3.34976 1.27422 -2.71242  0.10

---

Looking at energy relative to the best compared isomer or geometry (same formula, charge and spin) for the records above, in order, we have 12.1 50.1 kcal/mol.
Looking at energy for the records above, in order, we have -3382.9488 -3669.9868 Eh.